Entry 1:
8
Properties=species:S:1:pos:R:3:forces:R:3 method="wB97M-V/def2-TZVPD" homo_lumo_gap_ev="7.432 / 7.429" total_charge=0 e_above_lowest_kcal_mol=76.4 largest_force_ha_per_bohr=0.059 total_energy_ev=-10517.2409
C -1.0237 -0.0106 -0.9946 0.5 -0.9 -2.9
C 0.7490 0.0122 0.7680 -1.5 1.9 -1.1
N -0.2020 0.5448 0.1211 -1.3 -1.0 0.2
N 1.7690 -0.4292 1.1418 0.8 -1.2 1.7
F -1.1109 -1.3896 -0.9044 -0.1 0.9 0.9
F -2.3010 0.4853 -0.9299 0.3 -0.4 1.1
H -0.4854 1.5063 0.1063 0.7 0.6 0.7
H 2.6050 -0.7193 0.6918 0.6 0.0 -0.7


Entry 2:
7
Properties=species:S:1:pos:R:3:forces:R:3 method="wB97M-V/def2-TZVPD" homo_lumo_gap_ev=11.076 total_charge=0 smiles="O=CC(F)F" e_above_lowest_kcal_mol=14.6 largest_force_ha_per_bohr=0.106 total_energy_ev=-9587.3737
O 0.1706 0.0794 -1.8000 -0.5 0.3 -2.4
C -0.4479 0.0854 -0.8013 0.4 -0.7 2.3
C 0.2978 -0.1809 0.4742 -3.6 -1.4 0.5
F 1.5152 -0.0148 0.2612 5.4 0.2 -0.3
F -0.1564 0.7734 1.2869 -0.6 2.0 1.7
H -1.4367 0.3497 -0.4324 -1.3 0.4 -1.5
H 0.0575 -1.0922 1.0114 0.2 -0.8 -0.3


Entry 3:
8
Properties=species:S:1:pos:R:3:forces:R:3 method="wB97M-V/def2-TZVPD" homo_lumo_gap_ev=11.712 total_charge=0 smiles="O=C(O)C(F)F" e_above_lowest_kcal_mol=0.0 largest_force_ha_per_bohr=0.046 total_energy_ev=-11636.2462
O 1.3762 -1.1771 0.1474 -0.1 0.3 -0.1
C 0.7768 -0.1480 0.0453 1.4 -0.5 0.3
O 1.3794 1.0229 -0.2514 0.8 -1.8 0.1
C -0.7061 -0.0851 0.3627 0.9 -2.0 1.0
F -1.1258 1.1306 0.1063 -1.4 1.9 -0.2
F -1.3528 -0.9812 -0.4108 -0.3 0.1 -0.2
H 0.7068 1.6681 -0.2985 -1.2 1.6 -0.2
H -0.8686 -0.3800 1.4235 -0.1 0.4 -0.6


Entry 4:
8
Properties=species:S:1:pos:R:3:forces:R:3 method="wB97M-V/def2-TZVPD" homo_lumo_gap_ev="6.731 / 8.467" total_charge=0 e_above_lowest_kcal_mol=89.3 largest_force_ha_per_bohr=0.047 total_energy_ev=-29207.3789
C 0.3311 0.6076 -0.0747 0.4 -1.3 0.3
C -0.9821 0.3416 -0.5573 -2.4 -0.3 -0.5
F 0.8414 1.6898 0.4555 0.0 0.1 -0.2
F -1.8743 1.3028 -0.9610 0.8 1.2 -0.2
S 0.8675 -1.8410 1.5936 -1.8 0.4 -0.2
S 0.4194 -0.0721 -1.6785 0.1 0.5 0.4
H -1.7379 -0.3982 -0.2980 1.3 -0.9 0.6
H 2.1349 -1.6307 1.5203 1.6 0.3 -0.1


Entry 5:
8
Properties=species:S:1:pos:R:3:forces:R:3 method="wB97M-V/def2-TZVPD" homo_lumo_gap_ev=7.962 total_charge=0 e_above_lowest_kcal_mol=79.8 largest_force_ha_per_bohr=0.066 total_energy_ev=-29207.7890
C 0.5695 1.2787 0.7971 0.1 -0.9 0.3
C 0.2975 0.7570 -0.4989 -1.7 -0.7 -2.8
F -0.2450 2.1209 1.3738 -0.6 0.8 0.0
F 1.3435 0.5415 -1.3743 -0.6 0.5 0.6
S -1.2453 -1.9859 0.0968 0.6 0.0 0.0
S 0.3174 -0.5422 0.8626 0.5 -0.6 0.0
H -0.7186 0.8273 -1.1514 2.3 -0.1 1.7
H -0.3190 -2.9973 -0.1057 -0.5 1.0 0.2


Entry 6:
9
Properties=species:S:1:pos:R:3:forces:R:3 method="wB97M-V/def2-TZVPD" homo_lumo_gap_ev="7.141 / 7.594" total_charge=0 e_above_lowest_kcal_mol=61.6 largest_force_ha_per_bohr=0.041 total_energy_ev=-29191.5383
C -0.0219 -0.7807 0.9127 1.4 -1.4 -0.8
C 3.3706 1.2626 -0.1305 0.1 0.6 -1.5
F 2.0505 1.4526 -0.4090 0.1 1.1 0.7
F 3.8994 1.1969 -1.3819 0.5 0.2 0.3
F 3.9476 2.3630 0.4674 -1.2 -1.3 -0.5
S 3.5570 -0.2368 0.7458 1.0 -0.3 0.9
I 1.4691 -1.5529 -0.1681 -0.7 -0.1 0.3
H 0.2265 -0.8100 1.9398 -0.4 0.0 0.9
H -0.5335 -0.0212 0.4160 -0.8 1.2 -0.4


Entry 7:
9
Properties=species:S:1:pos:R:3:forces:R:3 method="wB97M-V/def2-TZVPD" homo_lumo_gap_ev=9.828 total_charge=+1 e_above_lowest_kcal_mol=46.4 largest_force_ha_per_bohr=0.096 total_energy_ev=-13227.0650
C -0.9503 -0.0291 0.0178 0.6 -0.9 4.8
C -1.7375 -0.3225 1.9144 1.7 1.3 -2.0
N 1.3712 -0.5105 0.2922 -1.4 -2.6 -0.7
N 0.2349 -0.2631 0.0278 -0.1 0.5 0.1
F -2.2851 0.8144 2.2288 0.1 -1.0 -0.2
F -2.5423 -1.2820 1.6296 0.1 0.1 0.6
F -0.6957 -0.6093 2.6462 -1.0 -0.1 -0.5
H -1.7543 0.1140 -0.5821 -1.7 0.3 -2.5
H 1.9149 0.2932 0.3187 1.7 2.3 0.3


Entry 8:
8
Properties=species:S:1:pos:R:3:forces:R:3 method="wB97M-V/def2-TZVPD" homo_lumo_gap_ev="7.614 / 8.709" total_charge=0 e_above_lowest_kcal_mol=71.7 largest_force_ha_per_bohr=0.059 total_energy_ev=-19543.3410
C 0.7827 -0.9878 -0.3647 -1.6 -1.6 0.9
C -0.0579 0.2070 -0.0830 -0.7 1.4 -1.2
F 0.2707 -2.2599 -0.1851 0.9 2.1 -0.3
F -1.1531 0.2875 -1.0036 1.2 -0.4 1.0
F 0.8513 1.1870 -0.5057 -0.4 0.2 0.0
P -0.6273 1.0093 1.5955 2.6 -1.5 0.6
H 1.7925 -0.8398 -0.7217 -0.1 -0.5 0.1
H -1.8589 1.3967 1.2682 -1.9 0.3 -1.0


Entry 9:
8
Properties=species:S:1:pos:R:3:forces:R:3 method="wB97M-V/def2-TZVPD" homo_lumo_gap_ev="7.401 / 7.403" total_charge=0 e_above_lowest_kcal_mol=82.0 largest_force_ha_per_bohr=0.076 total_energy_ev=-19542.8966
C -3.0324 -0.1972 -0.1158 0.6 -0.1 -0.3
C -1.7764 -0.3430 0.1631 3.6 -0.2 1.6
F -3.9921 0.0004 0.7265 -1.2 0.3 1.7
F -1.2199 -0.2770 1.4213 -0.9 -0.2 -2.1
F -0.8064 -0.5535 -0.7766 -1.5 0.3 1.3
P 2.0231 -1.5930 0.4214 1.3 -1.1 0.7
H -3.3336 -0.2343 -1.0957 -0.6 -0.1 -2.3
H 3.0830 -2.5218 1.0150 -1.2 1.1 -0.7


Entry 10:
10
Properties=species:S:1:pos:R:3:forces:R:3 method="wB97M-V/def2-TZVPD" homo_lumo_gap_ev=11.664 total_charge=0 smiles=FC(F)(F)C(F)(F)P e_above_lowest_kcal_mol=0.0 largest_force_ha_per_bohr=0.039 total_energy_ev=-24981.8892
F -2.3230 0.2749 -0.0571 1.4 -0.4 -0.6
C -1.0838 -0.3096 -0.0991 -1.8 0.0 0.3
F -1.0986 -1.1731 0.9613 0.2 0.5 -0.8
F -0.9118 -1.0000 -1.2203 -0.6 -0.2 0.1
C 0.0869 0.6578 0.0090 1.6 0.2 -0.6
F -0.2203 1.7307 0.7286 -0.7 0.9 0.2
F 0.5237 1.1138 -1.2603 -1.2 -0.6 1.5
P 1.4692 -0.2291 0.8998 0.4 -0.9 -1.3
H 2.3832 0.3570 -0.0389 0.0 -0.4 0.4
H 1.1746 -1.4225 0.0770 0.8 0.9 0.7


Entry 11:
7
Properties=species:S:1:pos:R:3:forces:R:3 method="wB97M-V/def2-TZVPD" homo_lumo_gap_ev="10.569 / 7.330" total_charge=+2 spin_multiplicity=6 e_above_lowest_kcal_mol=12.5 largest_force_ha_per_bohr=0.145 s2=8.77 total_energy_ev=-41233.6596
C -1.3432 -0.0455 0.0350 -2.1 1.9 -0.1
C -0.0576 -0.2627 -0.0535 5.7 -4.8 -0.5
O 0.9183 -0.9779 -0.1834 -5.4 2.1 0.4
H -2.0036 -0.9028 0.1659 -0.1 -0.3 0.1
H -1.7411 0.9591 -0.0990 -0.3 0.2 0.2
F 1.6118 1.3618 0.2266 0.3 -1.1 -0.3
Fe 2.6155 -0.1319 -0.0916 1.9 2.1 0.3


Entry 12:
7
Properties=species:S:1:pos:R:3:forces:R:3 method="wB97M-V/def2-TZVPD" homo_lumo_gap_ev="9.543 / 4.041" total_charge=+2 spin_multiplicity=8 e_above_lowest_kcal_mol=0.0 largest_force_ha_per_bohr=0.049 s2=16.20 total_energy_ev=-27685.5496
C 2.7226 0.0181 1.8405 0.4 0.0 0.4
C 1.8012 0.0408 0.9320 -0.6 0.1 -0.7
O 0.9768 0.0783 0.0869 0.4 -0.1 0.5
H 2.9568 0.9389 2.3776 0.1 -0.1 0.0
H 3.2535 -0.9150 2.0358 0.0 0.1 0.0
F -3.2224 -0.5398 -1.2464 2.1 0.4 0.6
Gd -1.3027 -0.0624 -0.8543 -2.3 -0.4 -0.9


Entry 13:
7
Properties=species:S:1:pos:R:3:forces:R:3 method="wB97M-V/def2-TZVPD" homo_lumo_gap_ev="8.208 / 8.467" total_charge=0 e_above_lowest_kcal_mol=81.3 largest_force_ha_per_bohr=0.042 total_energy_ev=-14967.4605
C -0.0822 -0.8749 0.2730 0.2 -1.3 -0.4
C 0.3605 0.4467 -0.1327 -0.6 1.7 1.1
O 0.6562 -1.6593 0.8192 -0.4 0.3 0.2
F 1.5942 0.8443 0.1995 -0.9 -0.5 0.5
I -0.1119 1.2641 -1.9305 -0.4 0.2 -1.0
H -1.1086 -1.1335 -0.0769 0.3 0.2 0.2
H -1.3082 1.1126 0.8484 1.9 -0.6 -0.6


Entry 14:
7
Properties=species:S:1:pos:R:3:forces:R:3 method="wB97M-V/def2-TZVPD" homo_lumo_gap_ev=7.375 total_charge=0 smiles="FC(=S)CI" e_above_lowest_kcal_mol=17.7 largest_force_ha_per_bohr=0.131 total_energy_ev=-23758.0881
F 0.7239 -0.9300 -1.4374 -0.1 -0.6 -0.2
C 0.5635 -0.6409 -0.1464 2.3 -4.1 -0.1
S 1.1248 -1.5695 1.0641 -0.1 -0.1 -0.7
C 0.0379 0.5792 0.0476 -4.9 4.6 -0.3
I -2.4517 0.4098 0.2568 1.6 -0.2 -0.1
H 0.1504 0.9046 1.0602 0.2 0.9 0.0
H -0.1488 1.2467 -0.8449 1.0 -0.5 1.4


Entry 15:
8
Properties=species:S:1:pos:R:3:forces:R:3 method="wB97M-V/def2-TZVPD" homo_lumo_gap_ev="9.055 / 9.676" total_charge=0 spin_multiplicity=7 e_above_lowest_kcal_mol=0.0 largest_force_ha_per_bohr=0.033 s2=12.01 total_energy_ev=-40237.8637
F 3.4507 0.1356 -0.4266 1.2 0.3 -0.1
O -0.0478 1.7556 -0.2285 -0.5 -0.6 -0.2
C -1.0271 1.0754 -0.1984 0.9 0.7 0.5
C -1.0344 -0.4088 0.1885 -1.5 -0.4 -0.8
O 0.1327 -1.0493 -0.0815 -0.6 -0.5 0.5
Mn 1.7593 -0.2479 -0.0934 0.1 0.4 -0.1
H -1.8606 -0.8514 -0.4054 0.2 0.1 0.4
H -1.3728 -0.4093 1.2453 0.2 0.0 -0.2


Entry 16:
6
Properties=species:S:1:pos:R:3:forces:R:3 method="wB97M-V/def2-TZVPD" homo_lumo_gap_ev="9.637 / 9.053" total_charge=0 e_above_lowest_kcal_mol=92.2 largest_force_ha_per_bohr=0.098 total_energy_ev=-6308.9960
C 0.7698 -0.6772 1.5425 0.6 2.0 -4.6
C 0.8095 0.0285 0.2927 -3.2 1.7 -0.7
N 0.7143 -0.9940 2.6124 -0.3 -1.7 4.3
F 1.8306 -0.1700 -0.5266 -0.1 0.0 0.3
H -0.9074 -0.7520 -0.6686 1.7 0.7 1.0
H 0.3672 1.1408 0.3424 1.3 -2.7 -0.3


Entry 17:
6
Properties=species:S:1:pos:R:3:forces:R:3 method="wB97M-V/def2-TZVPD" homo_lumo_gap_ev="10.194 / 10.193" total_charge=0 e_above_lowest_kcal_mol=106.1 largest_force_ha_per_bohr=0.103 total_energy_ev=-6308.3924
C -0.3805 0.8738 0.2273 0.3 -2.8 0.2
C 0.3219 -0.2804 -0.1168 -0.6 -4.7 -2.3
N -0.7950 -0.1966 0.7954 0.7 1.0 -0.1
F 1.5575 -0.7018 0.3081 -1.0 0.8 -0.2
H -0.5721 1.8690 0.1490 -0.6 2.6 -0.1
H -0.1318 -1.5640 -1.3629 1.2 3.1 2.4


Entry 18:
8
Properties=species:S:1:pos:R:3:forces:R:3 method="wB97M-V/def2-TZVPD" homo_lumo_gap_ev=9.807 total_charge=0 smiles="O=C=NF.C=O" e_above_lowest_kcal_mol=114.1 largest_force_ha_per_bohr=0.056 total_energy_ev=-10404.2354
O -2.2060 1.5393 -0.4515 -1.4 2.5 0.0
C -1.5066 0.6644 -0.6226 1.2 -2.5 0.0
N -0.8840 -0.3793 -0.4065 -1.7 0.8 1.7
F -0.2356 -1.0869 -1.2888 0.9 -1.2 -2.3
C 1.1986 -0.1801 0.6685 -0.2 0.8 1.9
O 1.7025 0.3222 -0.2948 -0.1 0.7 0.5
H 0.5209 0.3580 1.5296 1.6 -0.7 -1.9
H 1.4101 -1.2376 0.8660 -0.3 -0.3 0.3


Entry 19:
8
Properties=species:S:1:pos:R:3:forces:R:3 method="wB97M-V/def2-TZVPD" homo_lumo_gap_ev="9.145 / 9.146" total_charge=0 e_above_lowest_kcal_mol=119.6 largest_force_ha_per_bohr=0.072 total_energy_ev=-10403.9953
C -0.3714 0.9710 0.7948 -2.0 3.0 -0.7
C -0.4712 -0.2110 1.2938 -0.3 -1.6 -0.5
N 1.6322 1.1798 0.5640 2.3 -0.3 2.4
O -0.4352 -1.2201 1.8022 0.2 -1.5 0.9
O 2.1948 0.9909 1.5695 -1.2 0.1 -2.9
F 1.6169 -0.1685 -0.3681 0.3 0.2 0.4
H -0.6494 1.5936 1.6667 0.2 0.5 -0.7
H -0.7222 1.2517 -0.2240 0.5 -0.4 1.1


Entry 20:
9
Properties=species:S:1:pos:R:3:forces:R:3 method="wB97M-V/def2-TZVPD" homo_lumo_gap_ev="8.131 / 11.140" total_charge=+1 spin_multiplicity=2 e_above_lowest_kcal_mol=14.2 largest_force_ha_per_bohr=0.076 s2=0.75 total_energy_ev=-11614.1097
H -1.8596 -2.5620 -0.4248 -0.3 0.0 0.1
O -1.3537 -2.5827 0.4015 -1.1 -1.1 -0.1
Rb 2.8846 0.4284 -0.6984 -0.3 -0.2 0.2
O 0.7088 -1.7650 0.2336 -0.6 0.6 0.3
C -0.4673 -1.6345 0.4256 2.2 0.3 -0.2
O -0.4417 0.7312 -0.8632 -1.6 2.1 -2.6
C -0.9988 1.1637 -1.8678 2.8 -2.2 1.5
F -1.6934 0.3335 -2.6218 -0.7 0.1 0.1
H -0.7739 2.0583 -2.4621 -0.4 0.4 0.7